Entry 1:
This record from OMol25 describes a molecular structure, C8H7N2O2S. The level of theory is ωB97M-V/def2-TZVPD.

Structure (ORCA input):
```
! wB97M-V def2-TZVPD RIJCOSX def2/J DEFGRID3
* xyz -1 1
C -2.61 0.41 0.90
C -1.96 -0.52 1.73
C -1.98 1.20 -0.01
C -0.57 -0.69 1.60
C -0.64 1.12 -0.10
C 0.06 0.13 0.65
C 2.34 -0.99 -2.26
C 1.57 1.33 -0.58
N 0.34 1.88 -0.66
N 1.46 0.33 0.36
O 1.17 -0.94 -2.45
O 3.40 -0.59 -2.55
S 2.54 -2.41 -0.41
H -3.72 0.33 0.86
H -2.47 -1.09 2.46
H -2.58 2.00 -0.44
H 0.05 -1.28 2.17
H 0.16 2.42 -1.54
H 2.15 -0.37 0.39
H 1.30 -2.28 -0.12
*
```

Energy relative to the best compared isomer or geometry (same formula, charge and spin) ... 23.8 kcal/mol
LUMO energy ... 3.289 eV
Kohn-Sham gap ... 7.451 eV
E ... -26320.72682 eV

Entry 2:
This record from OMol25 describes a single C3H7N molecule. The level of theory is ωB97M-V/def2-TZVPD.

Structure (ORCA input):
```
! wB97M-V def2-TZVPD RIJCOSX def2/J DEFGRID3
* xyz 0 1
C -1.25 0.01 -0.10
C 0.03 0.18 0.60
C 1.16 -0.59 -0.03
H -1.14 -0.34 -1.16
H -1.93 -0.62 0.49
H -1.70 1.01 -0.19
H -0.11 0.27 1.67
H 1.03 -1.23 -0.91
H 2.00 -0.96 0.60
H 0.80 1.35 -0.94
N 1.11 0.91 -0.02
*
```

Energy relative to the best compared isomer or geometry (same formula, charge and spin) ... 23.8 kcal/mol
LUMO energy ... 1.249 eV
SMILES ... C[C@H]1CN1
Kohn-Sham gap ... 10.687 eV
E ... -4713.12501 eV

Entry 3:
This record from OMol25 describes a single C4H8BrN3 molecule. The level of theory is ωB97M-V/def2-TZVPD.

Structure (ORCA input):
```
! wB97M-V def2-TZVPD RIJCOSX def2/J DEFGRID3
* xyz 0 1
C 0.27 1.58 -0.43
C -0.02 0.35 -1.22
C 1.19 -0.29 -1.87
C -0.98 -0.11 2.33
N 0.13 1.45 0.82
N -0.33 -0.70 0.09
N -0.10 0.07 1.15
Br -1.47 0.40 -2.62
H 0.53 2.53 -0.95
H 2.00 -0.14 -1.25
H 1.42 0.12 -2.93
H 1.07 -1.37 -1.96
H -1.02 -1.22 2.68
H -0.64 0.53 3.17
H -2.00 0.21 2.14
H -1.21 -1.08 0.01
*
```

Energy relative to the best compared isomer or geometry (same formula, charge and spin) ... 30.6 kcal/mol
LUMO energy ... 0.589 eV
SMILES ... CN1N=C[C@](C)(Br)N1
Kohn-Sham gap ... 8.493 eV
E ... -78787.18114 eV

Entry 4:
This record from OMol25 describes 2 unconnected molecules or ions with the total composition C32H33BBrCl2FN2O4. The level of theory is ωB97M-V/def2-TZVPD.

Structure (ORCA input):
```
! wB97M-V def2-TZVPD RIJCOSX def2/J DEFGRID3
* xyz 0 1
C -2.00 -3.06 1.86
B -1.30 -2.10 0.80
O -1.03 -2.51 -0.47
C -0.90 -0.64 1.28
C -1.78 0.44 1.13
C -3.13 0.24 0.50
C -4.32 0.13 1.53
C -3.95 0.29 3.01
C -5.25 0.20 3.87
N -5.24 1.16 5.00
C -1.39 1.72 1.56
C -2.28 2.94 1.36
C -2.32 3.35 -0.13
C -1.35 4.49 -0.48
Br -4.16 3.91 -0.59
C -0.15 1.94 2.15
C 0.71 0.87 2.29
C 0.34 -0.40 1.85
C 1.37 -1.47 2.01
O 1.12 -2.59 2.39
C 2.77 -1.01 1.70
C 3.15 0.26 2.15
C 4.40 0.78 1.92
C 5.31 0.01 1.21
N 6.64 0.45 0.89
C 6.86 1.65 0.98
O 7.05 2.77 1.23
C 4.95 -1.25 0.75
C 3.69 -1.78 0.98
C 3.32 -3.13 0.43
Cl 4.70 -4.26 0.69
C 2.95 -3.04 -1.11
C 2.48 -1.65 -1.53
Cl 4.37 -3.39 -2.18
C 2.09 1.05 2.87
O 2.31 1.75 3.82
H -3.07 -3.20 1.68
H -1.86 -2.69 2.87
H -1.49 -4.03 1.84
H -1.63 -3.23 -0.69
H -3.38 1.05 -0.18
H -3.15 -0.66 -0.12
H -4.78 -0.86 1.40
H -5.08 0.87 1.26
H -3.27 -0.51 3.29
H -3.52 1.27 3.22
H -6.10 0.45 3.23
H -5.31 -0.80 4.29
H -5.25 2.10 4.61
H -4.35 1.09 5.48
H -3.28 2.78 1.76
H -1.83 3.78 1.89
H -2.09 2.49 -0.76
H -0.84 4.22 -1.41
H -0.57 4.62 0.27
H -1.87 5.42 -0.68
H 0.17 2.92 2.49
H 4.63 1.77 2.30
H 5.67 -1.81 0.17
H 2.47 -3.59 0.92
H 2.20 -3.78 -1.37
H 1.74 -1.23 -0.83
H 3.32 -0.96 -1.60
H 2.03 -1.70 -2.52
F 0.44 -2.24 -4.70
C 0.65 -1.28 -5.63
C 1.31 -1.61 -6.79
C 1.53 -0.62 -7.74
C 1.08 0.68 -7.51
C 0.42 0.98 -6.33
C 0.20 0.00 -5.38
H 1.66 -2.62 -6.95
H 2.04 -0.86 -8.66
H 1.26 1.45 -8.26
H 0.08 1.99 -6.15
H -0.32 0.22 -4.46
*
```

Energy relative to the best compared isomer or geometry (same formula, charge and spin) ... 0.0 kcal/mol
LUMO energy ... -0.824 eV
Kohn-Sham gap ... 8.516 eV
E ... -143373.04392 eV

Entry 5:
This record from OMol25 describes a molecular structure, C24H19Cl2F5O3PRuSTe2. The level of theory is ωB97M-V/def2-TZVPD.

Structure (ORCA input):
```
! wB97M-V def2-TZVPD RIJCOSX def2/J DEFGRID3
* xyz 1 1
Ru -0.56 -0.51 -0.39
Cl 2.08 -5.18 4.59
C 1.31 -4.38 3.27
C 0.62 -5.13 2.32
C -0.01 -4.51 1.26
Cl -0.85 -5.45 0.09
C 0.00 -3.11 1.13
O -0.67 -2.55 0.14
C 0.74 -2.36 2.07
C 1.02 -0.95 1.99
O 0.85 -0.15 1.06
C 1.37 -3.02 3.15
H 0.58 -6.21 2.40
H 1.53 -0.54 2.87
H 1.93 -2.44 3.88
Te 0.75 -1.76 -2.05
C 2.60 -2.11 -1.28
C 3.29 -3.29 -1.47
C 4.58 -3.26 -0.90
C 4.85 -2.06 -0.30
S 3.55 -0.97 -0.41
H 2.88 -4.14 -1.99
H 5.28 -4.08 -0.94
H 5.76 -1.76 0.19
F -4.30 -1.02 -0.82
Te -3.16 -1.95 0.34
F -2.69 -3.13 1.71
F -2.07 -1.38 -1.48
F -4.64 -1.74 1.42
F -3.52 -3.45 -0.64
O -2.12 -0.56 0.91
C -2.03 1.46 -2.68
P -0.96 1.60 -1.22
C 0.43 2.64 -1.68
C 0.22 3.86 -2.34
C 1.29 4.67 -2.64
C 2.58 4.29 -2.29
C 2.80 3.09 -1.63
C 1.72 2.27 -1.32
C -1.90 2.53 0.01
C -1.20 3.15 1.04
C -1.89 3.80 2.05
C -3.28 3.83 2.03
C -3.98 3.21 1.00
C -3.29 2.56 -0.01
H -2.40 2.44 -2.98
H -2.87 0.80 -2.46
H -1.45 1.02 -3.50
H -0.79 4.17 -2.60
H 1.12 5.62 -3.15
H 3.42 4.93 -2.53
H 3.80 2.80 -1.34
H 1.87 1.35 -0.78
H -0.12 3.13 1.06
H -1.35 4.29 2.85
H -3.82 4.34 2.82
H -5.06 3.23 0.99
H -3.85 2.06 -0.79
*
```

Energy relative to the best compared isomer or geometry (same formula, charge and spin) ... 13.6 kcal/mol
LUMO energy (spin up / spin down) ... -5.974 / -5.974 eV
Kohn-Sham gap (spin up / spin down) ... 5.462 / 5.463 eV
E ... -107256.89389 eV

Entry 6:
This record from OMol25 describes a molecular structure, C28H50FN3O6S2Si2. The level of theory is ωB97M-V/def2-TZVPD.

Structure (ORCA input):
```
! wB97M-V def2-TZVPD RIJCOSX def2/J DEFGRID3
* xyz 0 1
C 2.59 -1.39 4.20
C 1.46 -0.84 3.33
O 1.76 -0.93 1.95
C 1.16 -2.02 1.24
Si 0.24 -1.28 -0.22
F -0.73 -2.41 -0.78
C 1.44 -0.85 -1.56
C 2.72 -0.16 -1.06
C 3.71 0.06 -2.19
S 3.16 1.36 -3.34
C 3.90 2.76 -2.47
S 3.01 3.59 -1.41
N 5.23 3.01 -2.82
C 5.37 3.92 -3.98
C 5.19 3.19 -5.32
C 6.13 3.33 -1.70
C 6.20 4.77 -1.20
O -0.57 0.02 0.35
Si -2.10 0.57 -0.01
C -2.11 2.35 0.60
C -2.45 3.46 -0.41
C -1.86 4.82 -0.04
C -0.33 4.81 0.05
O 0.09 5.21 1.35
C 1.11 4.40 1.88
C -2.63 0.43 -1.81
C -1.58 0.49 -2.89
C -0.77 1.74 -3.07
N -1.40 -0.56 -3.58
C -3.45 -0.31 0.99
C -3.17 -1.79 1.19
C -4.44 -2.69 1.69
O -3.62 -2.66 0.31
H 3.26 -1.97 3.56
H 3.18 -0.58 4.60
H 2.22 -2.01 5.01
H 1.34 0.22 3.53
H 0.50 -1.31 3.55
H 0.53 -2.63 1.88
H 1.97 -2.66 0.87
H 1.00 -0.20 -2.31
H 1.69 -1.79 -2.06
H 3.21 -0.79 -0.32
H 2.46 0.80 -0.63
H 4.69 0.32 -1.79
H 3.85 -0.84 -2.79
H 6.34 4.39 -3.93
H 4.60 4.68 -3.91
H 4.16 3.26 -5.66
H 5.85 3.61 -6.08
H 5.41 2.14 -5.18
H 5.84 2.69 -0.87
H 7.13 3.02 -2.01
H 6.35 5.49 -1.99
H 5.33 5.04 -0.61
H 7.06 4.85 -0.54
H -2.84 2.44 1.41
H -1.15 2.55 1.06
H -3.54 3.59 -0.43
H -2.16 3.23 -1.43
H -2.26 5.17 0.90
H -2.14 5.52 -0.82
H 0.07 3.81 -0.16
H 0.12 5.49 -0.67
H 0.75 3.41 2.17
H 1.49 4.88 2.78
H 1.95 4.28 1.19
H -3.15 -0.51 -1.94
H -3.37 1.21 -1.98
H -1.40 2.59 -3.27
H -0.20 1.95 -2.16
H -0.06 1.61 -3.88
H -0.66 -0.41 -4.27
H -4.40 -0.27 0.46
H -3.53 0.15 1.97
H -2.22 -2.06 1.65
H -3.75 -3.15 2.47
H -4.82 -3.68 1.44
C -5.64 -6.67 1.29
C -6.59 -7.48 1.91
C -6.33 -8.04 3.15
C -5.12 -7.76 3.76
C -4.16 -6.96 3.16
C -4.43 -6.42 1.92
N -4.84 -8.34 5.09
O -5.69 -9.05 5.58
O -3.78 -8.06 5.61
H -5.85 -6.24 0.33
H -7.53 -7.68 1.42
H -7.05 -8.67 3.64
H -3.22 -6.77 3.66
H -3.69 -5.79 1.44
*
```

LUMO energy ... -0.549 eV
Kohn-Sham gap ... 7.857 eV
E ... -86741.71682 eV

Entry 7:
This record from OMol25 describes 3 unconnected molecules or ions with the total composition C22H49FN8O8P2. The level of theory is ωB97M-V/def2-TZVPD.

Structure (ORCA input):
```
! wB97M-V def2-TZVPD RIJCOSX def2/J DEFGRID3
* xyz -2 1
C 2.64 0.24 1.01
C 2.51 -0.95 0.06
C 1.66 -0.70 -1.20
C 0.28 -0.03 -0.97
C 0.40 1.50 -0.96
N -0.43 -0.53 0.21
C -0.47 -1.93 0.32
O -0.35 -2.48 1.38
N -0.63 -2.73 -0.91
C 0.26 -3.80 -0.99
O 1.13 -3.93 -1.77
F 0.05 -4.82 -0.12
C -1.84 -0.04 0.29
C -2.36 -0.15 1.78
O -1.70 0.55 2.60
O -3.37 -0.82 2.05
C -2.70 -0.72 -0.82
O -2.83 -0.03 -1.87
O -3.20 -1.86 -0.64
H 1.65 0.49 1.38
H 3.06 1.08 0.45
H 3.32 0.00 1.83
H 2.15 -1.86 0.56
H 3.52 -1.21 -0.29
H 2.23 -0.03 -1.85
H 1.51 -1.61 -1.78
H -0.31 -0.27 -1.86
H 1.22 1.86 -1.57
H -0.53 1.92 -1.34
H 0.54 1.84 0.07
H -1.57 -3.15 -0.89
H -1.93 1.03 0.09
O 5.07 -0.27 3.95
P 5.43 -0.75 5.32
N 7.13 -0.46 5.33
C 8.14 -1.23 6.02
C 7.54 0.91 5.05
N 5.08 -2.41 5.13
C 5.98 -3.48 5.48
C 4.27 -2.79 3.97
N 5.26 -0.87 7.04
C 3.90 -1.30 7.47
C 5.53 0.40 7.75
H 8.02 -1.24 7.12
H 9.13 -0.83 5.81
H 8.17 -2.26 5.67
H 7.45 1.57 5.93
H 6.93 1.34 4.25
H 8.58 0.94 4.71
H 6.77 -3.62 4.73
H 5.43 -4.42 5.56
H 6.43 -3.32 6.46
H 4.86 -2.84 3.05
H 3.45 -2.09 3.81
H 3.82 -3.77 4.14
H 3.12 -0.61 7.13
H 3.87 -1.35 8.56
H 3.66 -2.29 7.10
H 4.93 1.23 7.36
H 6.58 0.67 7.68
H 5.31 0.28 8.81
O -4.63 2.76 -4.00
P -5.32 2.21 -5.20
N -6.41 3.52 -5.54
C -7.73 3.42 -6.13
C -5.79 4.82 -5.73
N -6.13 0.88 -4.51
C -7.54 0.62 -4.69
C -5.67 0.40 -3.19
N -5.43 1.49 -6.78
C -4.74 0.19 -6.89
C -4.86 2.34 -7.85
H -7.74 3.00 -7.15
H -8.18 4.41 -6.19
H -8.40 2.83 -5.52
H -5.36 4.95 -6.73
H -4.99 4.97 -5.00
H -6.51 5.62 -5.57
H -8.16 1.25 -4.04
H -7.76 -0.43 -4.44
H -7.85 0.74 -5.73
H -6.07 1.02 -2.38
H -4.59 0.39 -3.12
H -6.00 -0.63 -3.04
H -3.67 0.26 -6.65
H -4.84 -0.20 -7.90
H -5.18 -0.55 -6.22
H -3.83 2.65 -7.64
H -5.46 3.24 -8.00
H -4.87 1.81 -8.80
*
```

LUMO energy ... 3.371 eV
Kohn-Sham gap ... 4.272 eV
E ... -73204.49069 eV

Entry 8:
This record from OMol25 describes 2 unconnected molecules or ions with the total composition C8H9NO. The level of theory is ωB97M-V/def2-TZVPD.

Structure (ORCA input):
```
! wB97M-V def2-TZVPD RIJCOSX def2/J DEFGRID3
* xyz 0 1
C 1.76 0.61 1.66
C 1.03 1.69 1.09
C 1.40 -0.66 1.42
C 0.06 1.58 0.20
C 0.32 -0.97 0.45
C -0.53 0.26 0.17
C 0.07 -2.21 0.09
C -1.80 -0.05 -0.22
N -1.37 0.43 -3.42
O -0.25 0.92 -3.24
H 2.54 0.88 2.43
H 1.51 2.68 1.28
H 1.96 -1.57 1.75
H -0.47 2.36 -0.26
H -0.53 -2.33 -0.69
H 0.55 -3.09 0.41
H -2.60 0.74 -0.33
H -1.67 -0.12 -2.57
H -1.97 -1.15 -0.22
*
```

Energy relative to the best compared isomer or geometry (same formula, charge and spin) ... 138.4 kcal/mol
LUMO energy ... -0.434 eV
SMILES ... C=c1ccccc1=C.N=O
Kohn-Sham gap ... 7.548 eV
E ... -11973.84896 eV

Entry 9:
This record from OMol25 describes a molecular structure, C3H3KO4. The level of theory is ωB97M-V/def2-TZVPD.

Structure (ORCA input):
```
! wB97M-V def2-TZVPD RIJCOSX def2/J DEFGRID3
* xyz 0 1
O -2.10 -0.40 -0.67
C -1.56 0.67 -0.45
C -0.93 0.96 0.89
O -0.71 0.09 1.72
K -0.94 -2.27 0.68
H -1.55 1.49 -1.19
H -0.48 1.97 1.00
C 1.35 -0.82 -0.19
O 1.15 0.29 -0.70
O 2.62 -1.30 -0.29
H 3.15 -0.67 -0.81
*
```

Energy relative to the best compared isomer or geometry (same formula, charge and spin) ... 45.1 kcal/mol
LUMO energy (spin up / spin down) ... -0.739 / -0.740 eV
Kohn-Sham gap (spin up / spin down) ... 6.264 / 6.260 eV
E ... -27673.09791 eV

Entry 10:
This record from OMol25 describes 3 unconnected molecules or ions with the total composition C4H12O3. The level of theory is ωB97M-V/def2-TZVPD.

Structure (ORCA input):
```
! wB97M-V def2-TZVPD RIJCOSX def2/J DEFGRID3
* xyz 1 2
C 0.40 1.35 -2.33
C 0.98 1.27 -0.95
C 1.13 0.21 -0.10
O 1.35 -1.04 -0.44
C 1.13 0.36 1.37
H 1.20 1.25 -3.08
H -0.11 2.29 -2.49
H -0.32 0.55 -2.51
H 1.09 2.23 -0.46
H 1.60 -1.10 -1.39
H 2.18 0.56 1.66
H 0.87 -0.57 1.85
H 0.53 1.17 1.78
H -1.75 -1.14 1.44
H -1.31 -1.33 2.89
O -1.68 -1.80 2.15
H -1.86 0.62 -0.64
H -3.17 0.07 -0.39
O -2.26 -0.06 -0.06
*
```

Energy relative to the best compared isomer or geometry (same formula, charge and spin) ... 4.5 kcal/mol
LUMO energy (spin up / spin down) ... -4.304 / -7.894 eV
Kohn-Sham gap (spin up / spin down) ... 9.646 / 6.055 eV
E ... -10476.06858 eV
⟨S²⟩ ... 0.754

What did the fifth record say?
This record from OMol25 describes a molecular structure, C24H19Cl2F5O3PRuSTe2. The level of theory is ωB97M-V/def2-TZVPD.

Structure (ORCA input):
```
! wB97M-V def2-TZVPD RIJCOSX def2/J DEFGRID3
* xyz 1 1
Ru -0.56 -0.51 -0.39
Cl 2.08 -5.18 4.59
C 1.31 -4.38 3.27
C 0.62 -5.13 2.32
C -0.01 -4.51 1.26
Cl -0.85 -5.45 0.09
C 0.00 -3.11 1.13
O -0.67 -2.55 0.14
C 0.74 -2.36 2.07
C 1.02 -0.95 1.99
O 0.85 -0.15 1.06
C 1.37 -3.02 3.15
H 0.58 -6.21 2.40
H 1.53 -0.54 2.87
H 1.93 -2.44 3.88
Te 0.75 -1.76 -2.05
C 2.60 -2.11 -1.28
C 3.29 -3.29 -1.47
C 4.58 -3.26 -0.90
C 4.85 -2.06 -0.30
S 3.55 -0.97 -0.41
H 2.88 -4.14 -1.99
H 5.28 -4.08 -0.94
H 5.76 -1.76 0.19
F -4.30 -1.02 -0.82
Te -3.16 -1.95 0.34
F -2.69 -3.13 1.71
F -2.07 -1.38 -1.48
F -4.64 -1.74 1.42
F -3.52 -3.45 -0.64
O -2.12 -0.56 0.91
C -2.03 1.46 -2.68
P -0.96 1.60 -1.22
C 0.43 2.64 -1.68
C 0.22 3.86 -2.34
C 1.29 4.67 -2.64
C 2.58 4.29 -2.29
C 2.80 3.09 -1.63
C 1.72 2.27 -1.32
C -1.90 2.53 0.01
C -1.20 3.15 1.04
C -1.89 3.80 2.05
C -3.28 3.83 2.03
C -3.98 3.21 1.00
C -3.29 2.56 -0.01
H -2.40 2.44 -2.98
H -2.87 0.80 -2.46
H -1.45 1.02 -3.50
H -0.79 4.17 -2.60
H 1.12 5.62 -3.15
H 3.42 4.93 -2.53
H 3.80 2.80 -1.34
H 1.87 1.35 -0.78
H -0.12 3.13 1.06
H -1.35 4.29 2.85
H -3.82 4.34 2.82
H -5.06 3.23 0.99
H -3.85 2.06 -0.79
*
```

Energy relative to the best compared isomer or geometry (same formula, charge and spin) ... 13.6 kcal/mol
LUMO energy (spin up / spin down) ... -5.974 / -5.974 eV
Kohn-Sham gap (spin up / spin down) ... 5.462 / 5.463 eV
E ... -107256.89389 eV

Copy entry 10 word for word.
This record from OMol25 describes 3 unconnected molecules or ions with the total composition C4H12O3. The level of theory is ωB97M-V/def2-TZVPD.

Structure (ORCA input):
```
! wB97M-V def2-TZVPD RIJCOSX def2/J DEFGRID3
* xyz 1 2
C 0.40 1.35 -2.33
C 0.98 1.27 -0.95
C 1.13 0.21 -0.10
O 1.35 -1.04 -0.44
C 1.13 0.36 1.37
H 1.20 1.25 -3.08
H -0.11 2.29 -2.49
H -0.32 0.55 -2.51
H 1.09 2.23 -0.46
H 1.60 -1.10 -1.39
H 2.18 0.56 1.66
H 0.87 -0.57 1.85
H 0.53 1.17 1.78
H -1.75 -1.14 1.44
H -1.31 -1.33 2.89
O -1.68 -1.80 2.15
H -1.86 0.62 -0.64
H -3.17 0.07 -0.39
O -2.26 -0.06 -0.06
*
```

Energy relative to the best compared isomer or geometry (same formula, charge and spin) ... 4.5 kcal/mol
LUMO energy (spin up / spin down) ... -4.304 / -7.894 eV
Kohn-Sham gap (spin up / spin down) ... 9.646 / 6.055 eV
E ... -10476.06858 eV
⟨S²⟩ ... 0.754